Record 1
An isolated molecule of C5H6N2O in a non-equilibrium geometry. Source: OMol25; level of theory: the ωB97M-V functional and the def2-TZVPD basis.

The HOMO-LUMO gap comes out at 8.53 eV. The LUMO energy comes out at -0.6 eV. As for the structure (SMILES): CC1=CN=N/C1=C\O. As for the total energy: -10304.1432 eV. As for the spin multiplicity: 1. For the energy relative to the best compared isomer or geometry (same formula, charge and spin), the calculation gives 125.9 kcal/mol. Its charge is 0.

Each atom is followed by the atoms it is bonded to, with distances in Å.
Element x y z (Å)
1 C 0.999 -0.698 -1.504  C2 1.565, H6 1.036, H7 1.298, H8 1.095
2 C 0.467 0.494 -0.641  C1 1.565, C3 1.306, C4 1.326
3 C 1.076 1.610 -0.339  C2 1.306, H9 1.143, N12 1.534
4 C -0.374 0.177 0.334  C2 1.326, C5 1.341, N13 1.509
5 C -1.242 -0.743 0.776  C4 1.341, H10 1.199, O14 1.471
6 H 0.316 -1.038 -2.205  C1 1.036
7 H 1.023 -1.359 -0.387  C1 1.298
8 H 2.001 -0.662 -1.946  C1 1.095
9 H 1.835 2.273 -0.878  C3 1.143
10 H -1.659 -1.830 0.484  C5 1.199
11 H -2.563 -1.423 2.204  O14 1.069
12 N 0.485 2.327 0.882  C3 1.534, N13 1.301
13 N -0.419 1.436 1.166  C4 1.509, N12 1.301
14 O -1.946 -0.563 2.055  C5 1.471, H11 1.069

Record 2
A cluster of 4 separate species, C5H21N3O3 in total in a non-equilibrium geometry. Source: OMol25; level of theory: the ωB97M-V functional and the def2-TZVPD basis.

The HOMO-LUMO gap (spin up / spin down) comes out at 9.96 / 6.21 eV. The LUMO energy (spin up / spin down) comes out at -10.9 / -14.6 eV. As for the total energy: -16105.5803 eV. As for the spin multiplicity: 2. Its charge is +3.

Each atom is followed by the atoms it is bonded to, with distances in Å.
Element x y z (Å)
1 C -0.184 2.096 -0.900  C2 1.519, H9 1.109, H10 1.131, H11 1.199
2 C -0.779 1.603 0.407  C1 1.519, C3 1.501, N8 1.563, H12 1.064
3 C -0.454 0.200 0.829  C2 1.501, C4 1.527, H13 1.121, H14 1.172
4 C 0.612 -0.625 0.110  C3 1.527, C5 1.377, N7 1.447
5 C 1.898 -0.434 0.564  C4 1.377, N6 1.404, H15 1.154
6 N 3.025 -1.211 0.253  C5 1.404, H16 0.997, H17 0.948
7 N 0.170 -1.376 -1.045  C4 1.447, H18 1.053, H19 1.068, H20 1.110
8 N -2.319 1.844 0.288  C2 1.563, H21 1.029, H22 1.061, H23 1.023
9 H -0.647 3.064 -1.182  C1 1.109
10 H -0.178 1.577 -1.905  C1 1.131
11 H 1.004 2.236 -0.820  C1 1.199
12 H -0.607 2.330 1.165  C2 1.064
13 H -1.328 -0.488 0.970  C3 1.121
14 H -0.040 0.212 1.925  C3 1.172
15 H 2.021 0.329 1.421  C5 1.154
16 H 2.971 -1.884 -0.480  N6 0.997
17 H 3.888 -0.867 0.441  N6 0.948
18 H -0.804 -1.103 -1.338  N7 1.053
19 H 0.905 -1.234 -1.807  N7 1.068
20 H 0.053 -2.475 -0.942  N7 1.110
21 H -2.631 1.876 -0.691  N8 1.029
22 H -2.526 2.794 0.712  N8 1.061
23 H -2.708 1.200 0.983  N8 1.023
24 H -2.097 -3.395 -0.485  O26 0.864
25 H -2.832 -2.256 -1.205  O26 0.999
26 O -2.130 -2.534 -0.552  H24 0.864, H25 0.999
27 H 3.078 -0.325 -2.573  O29 0.870
28 H 2.053 0.286 -3.409  O29 0.943
29 O 2.268 -0.010 -2.539  H27 0.870, H28 0.943
30 H 0.019 -0.372 4.449  O32 1.068
31 H -1.051 -0.988 3.683  O32 1.002
32 O -0.651 -0.069 3.674  H30 1.068, H31 1.002

Record 3
A cluster of 4 separate species, C24H24F13O11PS in total. Source: OMol25; level of theory: the ωB97M-V functional and the def2-TZVPD basis.

The HOMO-LUMO gap comes out at 8.22 eV. The LUMO energy comes out at -1.5 eV. As for the structure (SMILES): O=C1OC(=O)C(P(O)(O)=S)=C1CCC(F)(F)C(F)(F)C(F)(F)C(F)(F)C(F)(F)C(F)(F)F.O=C1CCCO1.O=C1CCCO1.O=C1CCCO1. As for the total energy: -103254.4786 eV. As for the spin multiplicity: 1. For the energy relative to the best compared isomer or geometry (same formula, charge and spin), the calculation gives 0.0 kcal/mol. Its charge is 0.

Each atom is followed by the atoms it is bonded to, with distances in Å.
Element x y z (Å)
1 O 2.688 0.833 3.641  C2 1.188
2 C 3.449 0.985 2.742  O1 1.188, O3 1.375, C11 1.497
3 O 4.770 1.321 2.927  C2 1.375, C4 1.390
4 C 5.366 1.462 1.679  O3 1.390, O5 1.182, C6 1.497
5 O 6.499 1.777 1.563  C4 1.182
6 C 4.338 1.145 0.638  C4 1.497, P7 1.798, C11 1.340
7 P 4.582 1.250 -1.140  C6 1.798, O8 1.594, O9 1.610, S10 1.902
8 O 6.151 1.084 -1.367  P7 1.594, H33 0.966
9 O 3.959 -0.157 -1.611  P7 1.610, H34 0.968
10 S 3.803 2.831 -1.854  P7 1.902
11 C 3.192 0.866 1.272  C2 1.497, C6 1.340, C12 1.494
12 C 1.839 0.525 0.739  C11 1.494, C13 1.550, H35 1.091, H36 1.093
13 C 0.983 1.797 0.508  C12 1.550, C14 1.515, H37 1.095, H38 1.093
14 C -0.361 1.805 1.208  C13 1.515, F15 1.349, F16 1.358, C17 1.568
15 F -0.277 1.331 2.467  C14 1.349
16 F -0.784 3.092 1.301  C14 1.358
17 C -1.546 1.066 0.496  C14 1.568, F18 1.348, F19 1.342, C20 1.563
18 F -1.923 1.851 -0.533  C17 1.348
19 F -2.581 0.956 1.343  C17 1.342
20 C -1.338 -0.341 -0.151  C17 1.563, F21 1.337, F22 1.350, C23 1.581
21 F -0.323 -0.266 -1.019  C20 1.337
22 F -2.464 -0.578 -0.856  C20 1.350
23 C -1.107 -1.562 0.827  C20 1.581, F24 1.346, F25 1.337, C26 1.560
24 F 0.109 -2.092 0.601  C23 1.346
25 F -1.136 -1.133 2.093  C23 1.337
26 C -2.138 -2.727 0.720  C23 1.560, F27 1.341, F28 1.335, C29 1.577
27 F -1.841 -3.578 1.713  C26 1.341
28 F -3.371 -2.259 0.928  C26 1.335
29 C -2.077 -3.524 -0.640  C26 1.577, F30 1.329, F31 1.344, F32 1.330
30 F -1.559 -4.732 -0.446  C29 1.329
31 F -1.297 -2.881 -1.526  C29 1.344
32 F -3.292 -3.649 -1.166  C29 1.330
33 H 6.496 0.183 -1.379  O8 0.966
34 H 4.390 -0.548 -2.384  O9 0.968
35 H 1.953 -0.017 -0.201  C12 1.091
36 H 1.356 -0.139 1.461  C12 1.093
37 H 1.498 2.695 0.864  C13 1.095
38 H 0.816 1.949 -0.561  C13 1.093
39 O -1.293 4.315 -4.230  C40 1.194
40 C -2.454 4.328 -3.948  O39 1.194, O41 1.357, C44 1.518
41 O -3.227 5.432 -4.101  C40 1.357, C42 1.436
42 C -4.551 5.194 -3.598  O41 1.436, C43 1.526, H45 1.092, H46 1.087
43 C -4.726 3.679 -3.626  C42 1.526, C44 1.527, H47 1.088, H48 1.091
44 C -3.297 3.201 -3.379  C40 1.518, C43 1.527, H49 1.091, H50 1.087
45 H -4.609 5.597 -2.584  C42 1.092
46 H -5.252 5.730 -4.232  C42 1.087
47 H -5.450 3.324 -2.896  C43 1.088
48 H -5.057 3.364 -4.616  C43 1.091
49 H -3.070 3.115 -2.316  C44 1.091
50 H -3.047 2.264 -3.871  C44 1.087
51 O 0.544 0.676 10.052  C52 1.195
52 C 0.750 0.453 8.896  O51 1.195, O53 1.355, C56 1.519
53 O 0.491 1.361 7.925  C52 1.355, C54 1.438
54 C 0.746 0.797 6.626  O53 1.438, C55 1.525, H57 1.092, H58 1.086
55 C 1.720 -0.349 6.872  C54 1.525, C56 1.526, H59 1.088, H60 1.090
56 C 1.307 -0.812 8.266  C52 1.519, C55 1.526, H61 1.092, H62 1.086
57 H -0.203 0.451 6.211  C54 1.092
58 H 1.149 1.576 5.985  C54 1.086
59 H 1.664 -1.118 6.104  C55 1.088
60 H 2.741 0.035 6.892  C55 1.090
61 H 0.504 -1.552 8.238  C56 1.092
62 H 2.120 -1.203 8.872  C56 1.086
63 O 2.025 -3.662 -5.476  C64 1.195
64 C 0.847 -3.816 -5.339  O63 1.195, O65 1.356, C68 1.518
65 O -0.031 -2.785 -5.405  C64 1.356, C66 1.437
66 C -1.359 -3.236 -5.097  O65 1.437, C67 1.526, H69 1.092, H70 1.087
67 C -1.354 -4.734 -5.387  C66 1.526, C68 1.527, H71 1.088, H72 1.091
68 C 0.091 -5.103 -5.063  C64 1.518, C67 1.527, H73 1.092, H74 1.086
69 H -1.556 -3.022 -4.045  C66 1.092
70 H -2.060 -2.672 -5.708  C66 1.087
71 H -2.096 -5.278 -4.806  C67 1.088
72 H -1.556 -4.907 -6.444  C67 1.091
73 H 0.227 -5.347 -4.007  C68 1.092
74 H 0.497 -5.913 -5.663  C68 1.086